Model A:
Density functional theory data (ωB97M-V/def2-TZVPD) for 2 unconnected molecules or ions with the total composition C15H18O2.

Output
Structure (SMILES): CCc1ccc(O)cc1.Cc1ccc(O)cc1
Kohn-Sham gap: 9.34 eV

CARTESIAN COORDINATES (ANGSTROEM)
C  -0.914  0.589  -3.233
C  -1.120  1.977  -2.735
C  -1.547  1.994  -1.271
C  -2.875  1.829  -0.964
C  -3.289  1.670  0.383
C  -2.339  1.666  1.383
O  -2.695  1.420  2.691
C  -0.970  1.866  1.087
C  -0.619  2.023  -0.220
H  0.115  0.236  -3.106
H  -0.913  0.533  -4.333
H  -1.707  -0.104  -2.951
H  -0.221  2.600  -2.859
H  -1.816  2.524  -3.356
H  -3.582  1.513  -1.723
H  -4.240  1.192  0.579
H  -3.213  2.130  3.042
H  -0.274  1.842  1.910
H  0.395  2.388  -0.380
C  -0.645  -2.616  0.621
C  0.789  -2.183  0.525
C  1.148  -1.267  -0.444
C  2.520  -0.995  -0.570
C  3.404  -1.561  0.330
O  4.758  -1.290  0.143
C  3.025  -2.434  1.360
C  1.637  -2.586  1.544
H  -1.447  -2.089  0.095
H  -1.025  -2.601  1.652
H  -0.842  -3.629  0.250
H  0.459  -0.737  -1.080
H  2.860  -0.423  -1.421
H  5.112  -0.947  0.946
H  3.727  -2.903  2.032
H  1.351  -3.345  2.260


Model B:
Density functional theory data (ωB97M-V/def2-TZVPD) for 2 unconnected molecules or ions with the total composition C15H18O2.

Output
Structure (SMILES): CCc1ccc(O)cc1.Cc1ccc(O)cc1
Kohn-Sham gap: 8.86 eV

CARTESIAN COORDINATES (ANGSTROEM)
C  2.830  1.452  1.838
C  1.641  1.471  0.783
C  1.637  0.211  -0.039
C  1.126  -0.952  0.538
C  1.291  -2.112  -0.175
C  1.963  -2.156  -1.439
O  2.513  -3.392  -1.730
C  2.385  -1.005  -2.061
C  2.123  0.179  -1.324
H  2.822  2.378  2.395
H  3.733  1.283  1.278
H  2.745  0.759  2.680
H  0.679  1.546  1.303
H  1.748  2.408  0.261
H  0.622  -0.747  1.484
H  0.956  -3.113  0.095
H  2.497  -3.942  -0.948
H  2.558  -0.931  -3.127
H  2.238  1.115  -1.861
C  -2.498  -1.820  -0.792
C  -2.171  -0.499  -0.197
C  -2.120  -0.339  1.201
C  -1.942  0.942  1.795
C  -2.141  2.039  0.942
O  -2.441  3.264  1.506
C  -2.274  1.932  -0.413
C  -2.217  0.651  -0.987
H  -1.906  -2.057  -1.690
H  -3.556  -1.953  -0.992
H  -2.364  -2.720  -0.155
H  -2.454  -1.064  1.918
H  -1.797  1.135  2.835
H  -2.247  3.186  2.439
H  -2.351  2.820  -1.018
H  -2.237  0.751  -2.059


Most stable structure, least stable structure: model A, model B.


Model A:
Density functional theory data (ωB97M-V/def2-TZVPD) for 2 unconnected molecules or ions with the total composition C5H14.

Output
<S²>: 0.750
Kohn-Sham gap (alpha / beta): 2.58 / 11.76 eV
Spin multiplicity: 2
Total charge: -1

CARTESIAN COORDINATES (ANGSTROEM)
C  1.825  -0.872  0.247
C  3.331  -0.964  0.033
H  1.562  -0.499  1.265
H  1.439  0.004  -0.265
H  1.239  -1.778  0.107
H  3.739  -1.627  0.794
H  3.830  -0.009  0.204
H  3.561  -1.172  -1.010
C  -1.600  0.008  -0.131
C  -0.933  1.273  -0.640
C  -2.967  0.403  0.454
H  -1.829  -0.640  -0.986
H  -0.912  -0.460  0.573
H  -0.156  1.163  -1.405
H  -3.673  0.762  -0.297
H  -3.432  -0.494  0.891
H  -2.755  1.180  1.194
H  -1.606  1.870  -1.272
H  -0.665  1.854  0.243


Model B:
Density functional theory data (ωB97M-V/def2-TZVPD) for 2 unconnected molecules or ions with the total composition C5H14.

Output
<S²>: 0.750
Kohn-Sham gap (alpha / beta): 2.63 / 11.19 eV
Spin multiplicity: 2
Total charge: -1

CARTESIAN COORDINATES (ANGSTROEM)
C  1.031  -2.813  -0.170
C  1.596  -2.029  0.958
H  0.522  -3.666  0.096
H  0.425  -2.349  -1.022
H  2.012  -3.100  -0.692
H  0.937  -2.030  1.908
H  1.963  -1.019  0.764
H  2.662  -2.376  1.074
C  -0.468  1.496  -0.277
C  -0.732  2.857  0.348
C  -1.771  0.826  -0.789
H  0.277  1.651  -1.118
H  -0.075  0.757  0.423
H  -0.909  2.929  1.428
H  -2.315  1.524  -1.446
H  -1.453  0.053  -1.450
H  -2.401  0.408  0.021
H  0.136  3.444  0.150
H  -1.437  3.438  -0.205


Most stable structure, least stable structure: model A, model B.


Model A:
Density functional theory data (ωB97M-V/def2-TZVPD) for 2 unconnected molecules or ions with the total composition CH4IP.

Output
Kohn-Sham gap (alpha / beta): 8.20 / 7.50 eV

CARTESIAN COORDINATES (ANGSTROEM)
C  -0.388  0.670  0.070
P  0.263  -0.773  -0.856
I  2.634  -0.076  -0.886
H  -0.292  1.458  -0.607
H  -0.158  0.707  1.093
H  -1.445  0.588  0.220
H  -0.614  -2.575  0.965


Model B:
Density functional theory data (ωB97M-V/def2-TZVPD) for 2 unconnected molecules or ions with the total composition CH4IP.

Output
Kohn-Sham gap: 8.37 eV

CARTESIAN COORDINATES (ANGSTROEM)
C  0.384  0.497  0.033
P  -0.697  -0.977  0.026
I  2.476  0.248  0.092
H  -0.149  1.293  -0.401
H  0.040  0.489  1.883
H  -1.698  -0.010  -0.381
H  -0.356  -1.541  -1.253


Most stable structure, least stable structure: model A, model B.


Model A:
Density functional theory data (ωB97M-V/def2-TZVPD) for 2 unconnected molecules or ions with the total composition C4H5F2N.

Output
Kohn-Sham gap (alpha / beta): 6.16 / 9.30 eV

CARTESIAN COORDINATES (ANGSTROEM)
C  1.106  -2.128  -0.285
C  0.945  1.566  -0.187
C  0.820  -0.855  -0.226
C  -1.881  0.288  0.397
N  0.979  0.315  -0.106
F  -2.969  -0.393  -0.062
F  -1.757  1.460  -0.265
H  1.669  -2.615  0.595
H  0.895  -2.819  -1.128
H  1.307  2.080  0.721
H  0.818  2.375  -0.885
H  -1.935  0.727  1.432


Model B:
Density functional theory data (ωB97M-V/def2-TZVPD) for 2 unconnected molecules or ions with the total composition C4H5F2N.

Output
Kohn-Sham gap (alpha / beta): 9.16 / 8.07 eV

CARTESIAN COORDINATES (ANGSTROEM)
C  0.868  -1.282  -0.962
C  1.194  0.726  0.621
C  0.633  -0.604  0.257
C  -1.844  0.156  -0.185
N  1.136  -1.766  -1.969
F  -2.328  -1.107  -0.377
F  -1.666  0.897  -1.277
H  2.205  0.748  0.708
H  0.797  1.045  1.604
H  0.812  1.547  -0.241
H  0.163  -1.091  1.079
H  -1.971  0.730  0.740


Most stable structure, least stable structure: model B, model A.


Model A:
Density functional theory data (ωB97M-V/def2-TZVPD) for a single C4H5F2N molecule.

Output
Kohn-Sham gap (alpha / beta): 8.70 / 7.52 eV

CARTESIAN COORDINATES (ANGSTROEM)
C  -0.314  0.530  -1.136
C  1.199  -0.939  0.108
C  -0.982  0.093  0.076
C  0.196  -0.256  0.942
N  -0.116  1.276  -2.054
F  -0.163  -0.924  2.086
F  0.767  0.829  1.480
H  0.819  -1.936  -0.224
H  2.179  -0.758  0.587
H  -1.634  0.680  0.696
H  -1.521  -0.726  -0.216
H  -0.429  2.132  -2.345


Model B:
Density functional theory data (ωB97M-V/def2-TZVPD) for 2 unconnected molecules or ions with the total composition C4H5F2N.

Output
Kohn-Sham gap (alpha / beta): 8.36 / 8.60 eV

CARTESIAN COORDINATES (ANGSTROEM)
C  2.047  -0.941  -0.359
C  1.367  -0.810  0.731
C  -0.559  0.779  0.380
C  -1.572  0.031  -0.402
N  -0.346  1.981  0.636
F  -2.831  0.491  -0.124
F  -1.549  -1.318  -0.085
H  2.916  -1.648  -0.223
H  1.498  -0.606  -1.298
H  1.566  -0.902  1.852
H  -1.447  0.236  -1.436
H  -1.089  2.708  0.328


Most stable structure, least stable structure: model A, model B.


Model A:
Density functional theory data (ωB97M-V/def2-TZVPD) for a gas-phase ion, C2H4N3OS (charge +1).

Output
Structure (SMILES): Cc1ns[nH][n+]1=O
Kohn-Sham gap (alpha / beta): 8.35 / 8.35 eV
Total charge: +1

CARTESIAN COORDINATES (ANGSTROEM)
C  0.110  -1.050  0.418
C  -0.276  -0.101  -0.642
N  -0.717  -0.464  -1.811
S  -1.186  0.661  -2.865
N  -0.795  1.886  -1.704
N  -0.395  1.308  -0.510
O  -0.128  2.065  0.372
H  -0.726  -1.166  1.157
H  0.916  -0.710  0.930
H  0.352  -2.039  -0.021
H  -0.530  2.894  -1.786


Model B:
Density functional theory data (ωB97M-V/def2-TZVPD) for a gas-phase ion, C2H4N3OS (charge +1).

Output
Structure (SMILES): [H]/N=[N+](\[O-])C(C)=[N+]=S
Kohn-Sham gap: 7.09 eV
Total charge: +1

CARTESIAN COORDINATES (ANGSTROEM)
H  -2.616  1.071  -1.233
N  -1.786  0.979  -0.542
N  -1.104  -0.018  -0.655
O  -1.104  -1.052  -1.203
C  0.330  0.136  0.363
C  1.201  -1.039  0.250
N  0.495  1.268  0.811
S  0.402  2.608  1.490
H  0.942  -1.756  1.078
H  2.241  -0.683  0.425
H  0.999  -1.513  -0.784


Most stable structure, least stable structure: model A, model B.